Model one:
Molecular formula: C2H3NO2S
Method: DFT, the ωB97M-V functional and the def2-TZVPD basis

XYZ file:
```
9
Properties=species:S:1:pos:R:3:mulliken_charge:R:1
C 0.390 -0.627 0.315 0.21
C -1.153 -0.224 0.350 -0.11
N -0.935 0.955 -0.237 -0.57
O 2.515 1.136 -0.224 -0.42
O 1.147 -1.111 -0.725 -0.30
S 2.106 -0.130 0.315 0.45
H -1.783 -1.064 0.044 0.31
H -1.280 0.050 1.412 0.21
H -1.009 1.015 -1.251 0.21
```

frontier orbital gap (spin up / spin down)	8.39 / 9.03	eV


Model two:
Molecular formula: C2H3NO2S
Method: DFT, the ωB97M-V functional and the def2-TZVPD basis

XYZ file:
```
9
Properties=species:S:1:pos:R:3:mulliken_charge:R:1
H -0.303 -1.402 -2.628 0.28
N 0.140 -1.288 -1.731 -0.52
C -0.259 -0.473 -0.913 0.00
C 0.286 -0.488 0.760 -0.40
S 0.258 1.129 1.215 0.85
O 0.677 1.397 2.545 -0.48
O -0.746 1.977 0.723 -0.46
H -1.051 0.261 -1.135 0.36
H 0.998 -1.113 1.164 0.38
```

frontier orbital gap (spin up / spin down)	8.68 / 8.68	eV
SMILES	[H]/N=C/C=S(=O)=O


Model three:
Molecular formula: C2H3NO2S
Method: DFT, the ωB97M-V functional and the def2-TZVPD basis

XYZ file:
```
9
Properties=species:S:1:pos:R:3:mulliken_charge:R:1
C -0.887 1.195 0.552 0.08
C 0.037 0.467 -0.276 -0.12
N -2.896 0.436 0.554 0.11
O -3.489 1.026 1.367 -0.20
O -0.025 -0.877 -0.537 -0.47
S -0.949 2.431 1.525 -0.21
H 1.143 0.641 0.208 0.25
H -0.016 1.009 -1.161 0.23
H -1.029 -1.145 -0.440 0.34
```

frontier orbital gap (spin up / spin down)	7.17 / 7.17	eV


Model four:
Molecular formula: C2H3NO2S
Method: DFT, the ωB97M-V functional and the def2-TZVPD basis

XYZ file:
```
9
Properties=species:S:1:pos:R:3:mulliken_charge:R:1
C -0.573 0.528 -0.411 -0.08
C 0.483 0.173 0.470 0.18
N -1.622 0.039 0.499 -0.44
O 1.178 -0.900 0.758 -0.26
O 3.293 -0.275 -0.635 -0.48
S 1.900 -0.599 -0.655 0.32
H -0.528 1.200 -1.506 0.31
H -1.550 -0.645 1.272 0.24
H -2.581 0.478 0.208 0.21
```

frontier orbital gap	7.94	eV


Energies, relative to the best one, in hartree: model one 0.0581; model two 0.0000; model three 0.0390; model four 0.1158.


Model one:
Molecular formula: C2H3NO2S
Method: DFT, the ωB97M-V functional and the def2-TZVPD basis

XYZ file:
```
9
Properties=species:S:1:pos:R:3:mulliken_charge:R:1
C 0.129 0.716 -0.867 -0.21
C 0.642 -0.891 0.910 -0.07
N 1.403 -1.435 1.683 -0.33
O -2.414 1.099 -2.077 -0.49
O -0.843 1.297 0.012 -0.25
S -1.669 0.307 -1.128 0.55
H 0.752 1.334 -1.342 0.32
H -0.407 -1.186 1.045 0.22
H 2.406 -1.241 1.764 0.27
```

frontier orbital gap (spin up / spin down)	8.40 / 8.15	eV


Model two:
Molecular formula: C2H3NO2S
Method: DFT, the ωB97M-V functional and the def2-TZVPD basis

XYZ file:
```
9
Properties=species:S:1:pos:R:3:mulliken_charge:R:1
C -0.697 -2.795 -1.717 -0.06
C -0.043 -0.094 -0.142 -0.72
N -0.302 -3.810 -2.050 -0.33
O -2.573 -1.164 0.342 -0.44
O -2.228 0.253 -1.690 -0.44
S -1.718 -0.661 -0.736 0.98
H 0.528 0.187 -0.947 0.35
H -0.371 0.740 0.617 0.32
H 0.186 -1.157 0.368 0.33
```

frontier orbital gap (spin up / spin down)	8.72 / 8.72	eV


Model three:
Molecular formula: C2H3NO2S
Method: DFT, the ωB97M-V functional and the def2-TZVPD basis

XYZ file:
```
9
Properties=species:S:1:pos:R:3:mulliken_charge:R:1
C 1.836 0.310 0.289 -0.56
C 0.710 0.012 -0.338 -0.08
S -0.683 1.062 -0.236 -0.05
N -2.133 -0.266 0.021 0.88
O -1.765 -1.385 -0.078 -0.49
O -3.184 0.223 0.230 -0.51
H 2.723 -0.285 0.170 0.25
H 1.909 1.169 0.937 0.24
H 0.587 -0.839 -0.994 0.33
```

frontier orbital gap	9.18	eV
SMILES	C=CS[N+](=O)[O-]


Model four:
Molecular formula: C2H3NO2S
Method: DFT, the ωB97M-V functional and the def2-TZVPD basis

XYZ file:
```
9
Properties=species:S:1:pos:R:3:mulliken_charge:R:1
N 0.503 1.466 0.499 -0.34
C 0.160 0.625 -0.479 0.25
O 0.009 0.918 -1.633 -0.57
C -0.137 -0.730 0.109 0.75
O -0.042 -0.977 1.288 -0.54
S -0.716 -1.835 -1.144 -0.19
H 0.580 1.044 1.450 0.25
H 0.792 2.408 0.321 0.22
H -1.150 -2.918 -0.412 0.17
```

frontier orbital gap	9.80	eV
SMILES	NC(=O)C(=O)S


Energies, relative to the best one, in hartree: model one 0.2454; model two 0.1738; model three 0.1612; model four 0.0000.


Model one:
Molecular formula: C2O2S
Method: DFT, the ωB97M-V functional and the def2-TZVPD basis

XYZ file:
```
5
Properties=species:S:1:pos:R:3:mulliken_charge:R:1
C 0.989 -0.203 0.141 0.75
C -1.965 0.159 1.122 -0.01
O 0.829 0.894 -0.242 -0.36
O 1.190 -1.344 0.382 -0.39
S -2.585 -0.143 -0.289 0.01
```

frontier orbital gap	11.06	eV


Model two:
Molecular formula: C2O2S
Method: DFT, the ωB97M-V functional and the def2-TZVPD basis

XYZ file:
```
5
Properties=species:S:1:pos:R:3:mulliken_charge:R:1
C 0.014 -0.044 -0.859 0.73
C -0.093 0.374 0.765 0.18
O 0.057 -1.193 -0.580 -0.39
O 0.131 0.857 -1.608 -0.46
S -0.109 0.006 2.283 -0.06
```

frontier orbital gap	9.34	eV


Energies, relative to the best one, in hartree: model one 0.0000; model two 0.0440.


Model one:
Molecular formula: C15H18
Method: DFT, the ωB97M-V functional and the def2-TZVPD basis

XYZ file:
```
33
Properties=species:S:1:pos:R:3:lowdin_spin:R:1
C -0.915 1.855 1.558 0.01
C -0.556 2.629 2.834 0.01
C 0.266 1.409 0.748 0.04
C 0.338 1.807 -0.584 0.08
C 1.176 0.496 1.275 0.14
C 1.467 1.437 -1.362 0.15
C 2.357 0.188 0.521 0.08
C 2.469 0.648 -0.768 0.04
H -1.494 0.983 1.861 0.00
H -1.576 2.505 0.984 0.00
H 0.027 3.522 2.578 0.00
H -0.560 2.206 -1.050 0.01
H 1.165 0.200 2.315 0.02
H 1.636 1.818 -2.358 0.02
H 3.138 -0.413 0.980 0.01
H 3.342 0.413 -1.374 0.00
H -0.004 2.037 3.551 0.00
H -1.462 3.012 3.318 0.00
C -2.389 -1.504 1.160 0.01
C -1.688 -0.742 -1.143 0.07
C -1.428 -1.511 -0.003 0.03
C -0.927 -0.944 -2.296 0.05
C -0.251 -2.232 0.061 0.05
C 0.224 -1.727 -2.249 0.03
C 0.592 -2.336 -1.058 0.10
H -2.552 -0.083 -1.183 0.01
H -1.208 -0.527 -3.255 0.01
H -2.957 -0.582 1.227 0.00
H -1.860 -1.619 2.111 0.00
H -0.008 -2.761 0.977 0.01
H 0.825 -1.762 -3.146 0.00
H 1.558 -2.804 -0.950 0.01
H -3.102 -2.330 1.069 0.00
```

frontier orbital gap (spin up / spin down)	3.08 / 7.57	eV
net charge	-1
multiplicity	2
<S²>	0.756


Model two:
Molecular formula: C15H18
Method: DFT, the ωB97M-V functional and the def2-TZVPD basis

XYZ file:
```
33
Properties=species:S:1:pos:R:3:lowdin_spin:R:1
C -2.139 2.216 2.870 0.01
C -2.280 2.788 1.445 0.01
C -0.756 1.635 3.064 0.07
C -0.514 0.294 2.908 0.09
C 0.279 2.582 3.394 0.26
C 0.838 -0.180 2.778 0.26
C 1.631 2.092 3.283 0.11
C 1.870 0.787 2.947 0.07
H -2.311 3.056 3.555 0.01
H -2.890 1.431 3.026 0.00
H -1.687 3.709 1.420 0.01
H -1.387 -0.297 2.645 0.01
H -0.049 3.510 3.850 0.03
H 1.170 -1.103 2.329 0.03
H 2.429 2.815 3.459 0.01
H 2.876 0.406 2.815 0.00
H -3.299 3.007 1.122 0.00
H -1.693 2.193 0.745 0.00
C -1.266 -1.230 -4.200 0.00
C 0.927 -3.262 -1.819 0.00
C 2.192 -2.908 -2.274 0.00
C -0.166 -2.709 -2.461 0.00
C -0.048 -1.800 -3.509 0.00
C 2.343 -1.955 -3.265 0.00
C 1.227 -1.440 -3.930 0.00
H 0.854 -4.012 -1.048 0.00
H 3.128 -3.225 -1.828 0.00
H -1.155 -2.792 -2.024 0.00
H 3.283 -1.539 -3.613 0.00
H -1.625 -2.055 -4.813 0.00
H -1.103 -0.277 -4.692 0.00
H 1.383 -0.708 -4.704 0.00
H -2.062 -1.028 -3.474 0.00
```

frontier orbital gap (spin up / spin down)	2.02 / 5.95	eV
net charge	-1
multiplicity	2
<S²>	0.762


Energies, relative to the best one, in hartree: model one 0.0000; model two 0.0284.